(1)
Entry from the Open Molecules 2025 dataset: C29H46BrMgN3P2 as an isolated structure (the ωB97M-V functional and the def2-TZVPD basis).

Summary:
- Net charge: +2
- Relative energy (zero: lowest compared OMol25 entry of this formula, charge and spin): 0.0 kcal/mol
- Highest occupied orbital energy: -0.4238 hartree
- Frontier orbital gap: 5.175 eV

XYZ file:
```
82
C29H46BrMgN3P2 (the ωB97M-V functional and the def2-TZVPD basis)
N 7.55 0.71 -6.59
C 7.25 -0.56 -6.36
C 6.32 -0.96 -5.39
C 5.61 0.02 -4.68
C 5.93 1.37 -4.93
C 6.92 1.66 -5.89
C 4.57 -0.36 -3.74
Mg -0.27 -1.11 0.92
P -5.82 0.44 0.49
C 3.68 0.54 -3.25
C 2.62 0.20 -2.36
C 1.52 1.10 -2.33
C 0.32 0.68 -1.77
C 0.24 -0.66 -1.31
C 1.40 -1.44 -1.01
C 2.61 -0.99 -1.60
Br -1.64 -1.27 -1.41
H 4.45 -1.43 -3.53
H 3.67 1.56 -3.62
H 6.13 -2.01 -5.20
H 5.42 2.19 -4.42
H 7.77 -1.32 -6.95
H 7.20 2.71 -6.07
H 1.57 2.05 -2.88
H 3.53 -1.59 -1.52
H -0.56 1.32 -1.78
H 1.34 -2.33 -0.37
P 0.27 0.99 2.09
C -5.44 -0.88 -0.72
C -6.49 -0.92 -1.83
H -5.49 -1.83 -0.15
H -4.41 -0.73 -1.09
H -6.35 -1.80 -2.47
H -7.50 -0.99 -1.41
H -6.48 -0.02 -2.45
C -5.08 2.04 -0.04
C -5.86 3.29 0.40
H -5.03 2.00 -1.14
H -4.06 2.04 0.39
H -5.47 4.17 -0.12
H -6.93 3.21 0.17
H -5.78 3.47 1.48
C -5.01 -0.01 2.06
C -5.94 -0.81 2.95
H -4.76 0.95 2.53
H -4.10 -0.55 1.77
H -5.52 -0.88 3.96
H -6.93 -0.34 3.04
H -6.12 -1.83 2.58
C -0.01 0.92 3.92
C 1.11 1.51 4.78
H -0.19 -0.14 4.18
H -0.94 1.45 4.12
H 2.01 0.89 4.76
H 1.37 2.53 4.47
H 0.79 1.56 5.83
C -0.80 2.39 1.57
C -0.19 3.45 0.66
H -1.18 2.86 2.49
H -1.67 1.92 1.08
H 0.61 4.01 1.15
H 0.19 3.01 -0.27
H -0.96 4.18 0.39
C 1.99 1.57 1.88
C 3.03 0.47 2.15
H 2.17 2.44 2.54
H 2.10 1.96 0.85
H 3.98 0.73 1.65
H 3.25 0.36 3.23
H 2.69 -0.50 1.76
C -0.06 -4.51 0.23
C 0.57 -3.96 1.46
N 0.52 -2.72 1.95
C 1.24 -2.74 3.17
C 1.73 -4.00 3.36
N 1.29 -4.75 2.27
H 0.72 -4.63 -0.54
H -0.48 -5.49 0.49
H -0.85 -3.86 -0.15
H 1.29 -1.87 3.83
H 2.36 -4.41 4.16
H 1.47 -5.74 2.09
```



(2)
Entry from the Open Molecules 2025 dataset: an isolated ion of composition C4H10N and charge +1 (the ωB97M-V functional and the def2-TZVPD basis).

Summary:
- Net charge: +1
- Relative energy (zero: lowest compared OMol25 entry of this formula, charge and spin): 2.2 kcal/mol
- Highest occupied orbital energy: -0.6020 hartree
- Frontier orbital gap: 12.912 eV

XYZ file:
```
15
C4H10N (the ωB97M-V functional and the def2-TZVPD basis)
C -0.29 0.95 -0.78
N -0.24 -0.52 -1.10
C -0.43 -1.17 0.24
C 0.56 -0.38 1.08
C 0.40 1.07 0.58
H 0.19 1.52 -1.58
H -1.32 1.25 -0.76
H 0.69 -0.76 -1.46
H -0.93 -0.76 -1.81
H -0.21 -2.23 0.21
H -1.46 -0.99 0.49
H 0.27 -0.45 2.11
H 1.55 -0.82 1.02
H 1.36 1.57 0.49
H -0.14 1.72 1.26
```



(3)
Entry from the Open Molecules 2025 dataset: one molecule with the formula C5H10O2 (the ωB97M-V functional and the def2-TZVPD basis).

Summary:
- Relative energy (zero: lowest compared OMol25 entry of this formula, charge and spin): 56.9 kcal/mol
- Highest occupied orbital energy: -0.3559 hartree
- Frontier orbital gap: 10.700 eV

XYZ file:
```
17
C5H10O2 (the ωB97M-V functional and the def2-TZVPD basis)
C -0.35 2.50 -0.22
C 0.58 1.32 0.07
O 0.09 0.10 -0.50
C 0.35 -1.18 0.20
C -1.04 -1.50 0.75
C 0.82 -2.09 -0.93
O 1.96 -2.48 -1.07
H -1.32 2.42 0.28
H 0.12 3.43 0.14
H -0.53 2.63 -1.29
H 1.56 1.51 -0.37
H 0.69 1.22 1.16
H 1.14 -1.10 0.96
H -1.11 -1.61 1.84
H -1.42 -0.53 0.41
H -1.58 -2.32 0.24
H 0.03 -2.34 -1.67
```



(4)
Entry from the Open Molecules 2025 dataset: one molecule with the formula C3H4N2O (the ωB97M-V functional and the def2-TZVPD basis).

Summary:
- Relative energy (zero: lowest compared OMol25 entry of this formula, charge and spin): 66.9 kcal/mol
- Highest occupied orbital energy: -0.3649 hartree
- Frontier orbital gap: 10.743 eV

XYZ file:
```
10
C3H4N2O (the ωB97M-V functional and the def2-TZVPD basis)
C -1.17 -0.58 -0.58
C -0.14 0.14 0.14
C 1.21 -0.17 0.21
H -1.90 -1.34 0.06
H -0.55 -1.26 -1.29
H -1.76 0.12 -1.20
H 1.91 -0.93 -0.19
N 1.78 0.95 0.89
N 0.93 1.73 1.24
O -0.31 1.34 0.71
```